Entry 1:
The following is a DFT calculation (ωB97M-V/def2-TZVPD) of a cluster of 2 separate species, C18H34F2N3O3PSi in total at a distorted geometry.

Values from the calculation:
* net charge: 0
* multiplicity: 1
* E_HOMO: -7.34 eV

The geometry in XYZ format:
```
62
C18H34F2N3O3PSi, DFT ωB97M-V/def2-TZVPD
C -2.686 3.489 -0.903
Si -3.738 1.955 -0.667
C -4.578 1.524 -2.294
C -2.652 0.475 -0.225
C -1.468 0.805 0.681
C -0.388 -0.267 0.790
F -0.811 -1.421 0.138
F 0.737 0.148 0.092
N 0.037 -0.628 2.114
C 1.489 -0.845 2.246
P 2.552 0.607 2.444
N 4.089 0.262 2.358
C 1.640 -1.679 3.570
O 2.203 -1.091 4.502
O 1.103 -2.813 3.484
C -5.077 2.244 0.614
C -5.592 3.527 0.832
C -6.617 3.744 1.745
C -7.148 2.677 2.465
C -6.638 1.398 2.280
C -5.614 1.188 1.363
H -2.145 3.738 0.010
H -3.292 4.338 -1.212
H -1.940 3.276 -1.671
H -5.335 0.761 -2.107
H -5.029 2.385 -2.783
H -3.837 1.081 -2.962
H -2.324 0.014 -1.158
H -3.284 -0.264 0.269
H -1.829 0.950 1.700
H -0.979 1.734 0.392
H -0.365 -1.539 2.329
H 1.880 -1.455 1.428
H 2.036 1.250 3.572
H 2.217 1.432 1.346
H 4.559 0.472 3.229
H -5.193 4.375 0.289
H -7.016 4.738 1.898
H -7.950 2.846 3.169
H -7.045 0.567 2.839
H -5.224 0.187 1.228
C 4.159 -1.612 -3.332
N 4.562 -2.580 -2.262
C 5.746 -3.344 -2.751
C 3.441 -3.527 -2.003
C 4.976 -1.884 -0.981
C 3.899 -1.110 -0.275
O 3.437 -0.054 -1.101
H 4.133 -2.156 -4.274
H 3.181 -1.211 -3.104
H 4.892 -0.813 -3.376
H 5.470 -3.871 -3.661
H 6.049 -4.054 -1.986
H 6.552 -2.644 -2.954
H 2.563 -2.965 -1.700
H 3.736 -4.217 -1.217
H 3.231 -4.069 -2.922
H 5.808 -1.232 -1.249
H 5.336 -2.669 -0.318
H 4.343 -0.705 0.644
H 3.075 -1.765 0.027
H 2.667 0.295 -0.637
```

Entry 2:
The following is a DFT calculation (ωB97M-V/def2-TZVPD) of a cluster of 2 separate species, C5H7BFNO2 in total at a distorted geometry.

Values from the calculation:
* net charge: 0
* energy relative to the best compared isomer or geometry (same formula, charge and spin): 87.4 kcal/mol
* multiplicity: 1
* E_HOMO: -6.94 eV

The geometry in XYZ format:
```
17
C5H7BFNO2, DFT ωB97M-V/def2-TZVPD
B 2.351 0.321 0.008
C -1.755 -0.373 1.153
C -2.327 0.529 0.229
C -0.601 -1.003 0.896
C -1.732 0.513 -0.977
C 0.283 -0.758 -0.274
N -0.460 -0.039 -1.243
O 3.038 -0.305 0.979
O 2.378 1.497 -0.590
F 0.615 -2.025 -0.925
H -2.294 -0.686 2.063
H -3.183 1.048 0.284
H -0.310 -1.844 1.531
H -2.242 1.019 -1.922
H -0.400 -0.244 -2.236
H 3.605 0.194 1.513
H 3.034 2.156 -0.488
```

Entry 3:
The following is a DFT calculation (ωB97M-V/def2-TZVPD) of an isolated molecule of C3H5NO at a distorted geometry.

Values from the calculation:
* net charge: 0
* energy relative to the best compared isomer or geometry (same formula, charge and spin): 59.3 kcal/mol
* multiplicity: 3
* ⟨S²⟩: 2.01
* E_HOMO (spin up / spin down): -6.20 / -10.88 eV

The geometry in XYZ format:
```
10
C3H5NO, DFT ωB97M-V/def2-TZVPD
C 0.268 -1.103 -0.066
C -0.986 -0.248 -0.064
C 0.012 0.975 0.012
N 1.044 -0.040 0.048
O 2.483 0.141 -0.027
H 0.349 -2.144 0.065
H -1.822 -0.498 -0.705
H -1.330 -0.246 0.957
H 0.200 1.408 -0.953
H -0.218 1.755 0.732
```

Entry 4:
The following is a DFT calculation (ωB97M-V/def2-TZVPD) of a cluster of 12 separate species, C44H104N4O19 in total at a distorted geometry.

Values from the calculation:
* net charge: -1
* multiplicity: 2
* ⟨S²⟩: 0.84
* E_HOMO (spin up / spin down): -6.34 / -6.04 eV

The geometry in XYZ format:
```
171
C44H104N4O19, DFT ωB97M-V/def2-TZVPD
C 0.029 -0.116 1.255
C 0.541 -0.570 0.087
C 0.683 0.345 -1.152
O 1.279 0.017 -2.254
C 0.167 1.602 -1.095
C -0.465 2.168 0.088
C -0.332 1.246 1.317
O -0.727 1.684 2.458
O -0.871 3.346 0.203
O 0.955 -1.829 0.078
H -0.179 -0.675 2.156
H 0.358 2.210 -1.967
C 0.210 2.334 -4.866
C 0.371 3.836 -4.846
O -0.087 4.301 -3.634
H 0.958 1.869 -4.223
H 0.447 2.083 -5.900
H -0.802 1.970 -4.691
H -0.225 4.309 -5.626
H 1.423 4.100 -4.953
H 0.171 3.641 -2.986
C -3.506 4.722 4.465
C -2.123 4.092 4.582
O -2.376 2.661 4.708
H -3.363 5.802 4.488
H -4.115 4.210 5.210
H -3.954 4.469 3.504
H -1.595 4.392 5.487
H -1.450 4.276 3.745
H -1.854 2.232 4.026
C 4.642 -2.948 2.479
C 3.190 -3.246 2.706
O 2.724 -4.308 1.934
H 4.931 -3.163 1.450
H 5.321 -3.440 3.176
H 4.661 -1.880 2.697
H 2.522 -2.471 2.332
H 2.978 -3.364 3.769
H 1.765 -4.271 1.962
C -0.612 -3.072 4.771
C -1.116 -3.444 3.349
O -0.130 -3.566 2.299
H -0.378 -2.028 4.980
H 0.318 -3.620 4.913
H -1.225 -3.285 5.647
H -1.875 -2.765 2.962
H -1.610 -4.364 3.661
H -0.036 -2.714 1.867
C 1.451 5.908 0.181
C 0.773 5.957 1.514
O 0.913 4.647 2.059
H 2.518 5.980 0.392
H 1.212 6.756 -0.461
H 1.252 5.001 -0.389
H -0.284 6.081 1.279
H 0.967 6.834 2.131
H 0.391 4.105 1.463
C 2.447 0.211 5.844
C 1.276 0.328 4.820
O 1.856 -0.134 3.631
H 2.987 -0.732 5.764
H 1.882 0.218 6.776
H 3.048 1.096 6.054
H 1.080 1.376 4.597
H 0.315 -0.008 5.211
H 1.200 0.001 2.943
C -4.126 2.416 -0.548
C -3.930 3.436 0.578
O -3.148 4.463 -0.080
H -3.238 1.886 -0.894
H -4.643 2.963 -1.337
H -4.865 1.716 -0.157
H -3.442 2.991 1.445
H -4.816 3.884 1.030
H -2.235 4.189 0.035
C -1.226 -1.991 -5.755
O 0.072 -1.767 -5.133
C 0.956 -1.345 -6.177
C 2.280 -0.964 -5.595
N 3.003 -2.200 -5.252
C 4.387 -1.761 -4.947
C 4.525 -1.054 -3.546
O 3.917 -1.736 -2.531
C 4.240 -1.184 -1.284
H -1.611 -1.038 -6.116
H -2.056 -2.445 -5.212
H -1.106 -2.701 -6.573
H 0.481 -0.536 -6.733
H 1.154 -2.198 -6.826
H 2.246 -0.174 -4.845
H 2.867 -0.527 -6.403
H 2.988 -2.840 -6.034
H 4.807 -1.121 -5.723
H 5.021 -2.646 -4.897
H 4.069 -0.075 -3.695
H 5.577 -0.819 -3.386
H 5.291 -1.214 -0.995
H 3.725 -1.745 -0.504
H 3.867 -0.161 -1.234
C -8.840 -1.839 1.641
O -7.972 -0.978 0.967
C -7.507 0.125 1.636
C -6.390 -0.168 2.564
N -5.089 -0.489 2.014
C -3.841 -0.214 2.750
C -3.980 -0.592 4.264
O -4.253 -2.031 4.498
C -4.588 -2.203 5.849
H -8.489 -1.978 2.664
H -9.062 -2.769 1.118
H -9.854 -1.442 1.693
H -8.343 0.592 2.158
H -7.254 0.802 0.820
H -6.706 -0.791 3.401
H -6.306 0.865 2.902
H -5.018 -1.433 1.662
H -3.443 0.798 2.677
H -3.021 -0.837 2.394
H -4.796 0.006 4.670
H -3.091 -0.300 4.823
H -4.850 -3.236 6.075
H -5.531 -1.715 6.098
H -3.830 -1.822 6.532
C -2.074 -0.904 -2.561
O -1.509 -2.160 -2.172
C -2.295 -2.776 -1.157
C -1.895 -4.233 -1.001
N -0.513 -4.400 -0.583
C -0.353 -5.794 -0.225
C -0.191 -6.570 -1.501
O 1.068 -6.292 -2.178
C 1.400 -7.270 -3.143
H -2.884 -1.105 -3.262
H -1.375 -0.343 -3.181
H -2.496 -0.316 -1.745
H -3.354 -2.812 -1.413
H -2.212 -2.214 -0.227
H -1.889 -4.528 -2.051
H -2.631 -4.689 -0.339
H -0.329 -3.805 0.213
H -1.143 -6.302 0.329
H 0.599 -6.040 0.246
H -1.009 -6.462 -2.214
H -0.058 -7.593 -1.147
H 1.556 -8.090 -2.442
H 2.297 -6.908 -3.647
H 0.625 -7.463 -3.884
C 3.718 1.871 2.033
O 4.832 2.626 1.477
C 4.493 3.685 0.492
C 3.735 3.254 -0.751
N 4.536 3.478 -1.945
C 3.777 2.998 -3.036
C 4.439 3.197 -4.398
O 5.160 2.045 -4.785
C 6.356 1.757 -3.980
H 3.919 1.446 3.016
H 3.377 0.962 1.538
H 2.809 2.473 2.036
H 5.373 4.224 0.141
H 3.962 4.481 1.013
H 2.853 3.883 -0.869
H 3.233 2.287 -0.727
H 4.965 4.391 -2.000
H 2.765 3.403 -3.040
H 3.652 1.935 -2.832
H 5.036 4.109 -4.382
H 3.721 3.325 -5.208
H 6.181 1.432 -2.954
H 7.156 2.493 -4.050
H 6.720 0.858 -4.479
```

Entry 5:
The following is a DFT calculation (ωB97M-V/def2-TZVPD) of a cluster of 2 separate species, C5H11N2O in total at a distorted geometry.

Values from the calculation:
* net charge: 0
* energy relative to the best compared isomer or geometry (same formula, charge and spin): 55.7 kcal/mol
* multiplicity: 2
* ⟨S²⟩: 0.75
* E_HOMO (spin up / spin down): -4.39 / -8.22 eV

The geometry in XYZ format:
```
19
C5H11N2O, DFT ωB97M-V/def2-TZVPD
O -0.030 2.629 -0.389
C -0.835 1.999 0.236
C -1.576 0.840 -0.381
N -0.848 0.387 -1.579
H -1.112 2.254 1.269
H -1.653 0.005 0.308
H -2.587 1.164 -0.640
H -1.432 -0.203 -2.160
H -0.530 1.199 -2.104
H 0.109 -0.187 -1.204
C 1.139 -0.273 0.966
C 0.557 -0.773 2.058
C 1.633 -1.980 -0.620
N 1.025 -0.788 -0.318
H 1.725 0.647 1.034
H -0.100 -1.630 1.998
H 0.761 -0.365 3.040
H 1.554 -2.382 -1.620
H 2.201 -2.544 0.105
```

Entry 6:
The following is a DFT calculation (ωB97M-V/def2-TZVPD) of a structure of composition C54H116N6O8Pb at a distorted geometry.

Values from the calculation:
* net charge: 0
* multiplicity: 1
* E_HOMO: -7.56 eV

The geometry in XYZ format:
```
185
C54H116N6O8Pb, DFT ωB97M-V/def2-TZVPD
Pb 19.471 -13.638 15.987
O 20.506 -11.553 15.148
H 20.706 -11.247 14.241
O 17.773 -15.206 15.758
H 17.252 -16.031 15.798
C 16.869 -12.634 20.618
C 17.398 -12.121 19.232
C 17.201 -10.557 19.124
C 18.240 -9.694 19.939
C 19.652 -10.145 19.501
C 19.937 -11.689 19.730
N 18.826 -12.408 18.962
O 19.004 -13.727 18.675
C 21.258 -11.895 19.082
C 20.083 -12.045 21.237
C 16.525 -12.830 18.178
H 17.004 -11.801 21.308
H 17.309 -13.508 21.098
H 15.820 -12.905 20.731
H 17.372 -10.211 18.105
H 16.215 -10.196 19.419
H 18.144 -9.803 21.020
H 18.062 -8.669 19.615
H 20.407 -9.551 20.018
H 19.838 -9.989 18.439
H 21.246 -11.651 18.020
H 21.966 -11.176 19.495
H 21.636 -12.898 19.279
H 19.111 -11.999 21.728
H 20.478 -13.045 21.414
H 20.724 -11.339 21.766
H 16.907 -12.721 17.163
H 15.497 -12.469 18.177
H 16.446 -13.909 18.310
H 18.761 -14.239 19.450
C 16.947 -15.963 10.182
C 16.551 -16.822 11.513
C 15.757 -18.032 11.009
C 16.567 -19.099 10.234
C 17.800 -19.515 11.068
C 18.651 -18.405 11.841
N 17.739 -17.308 12.269
O 18.270 -16.469 13.280
C 19.284 -19.188 13.024
C 19.739 -17.835 10.922
C 15.670 -15.931 12.368
H 16.162 -15.636 9.500
H 17.486 -16.638 9.517
H 17.563 -15.107 10.460
H 15.115 -18.495 11.759
H 15.077 -17.704 10.224
H 16.875 -18.728 9.257
H 15.926 -19.961 10.050
H 18.400 -20.030 10.317
H 17.437 -20.324 11.701
H 19.977 -19.952 12.670
H 19.780 -18.529 13.737
H 18.476 -19.663 13.580
H 20.353 -18.657 10.553
H 19.395 -17.440 9.966
H 20.238 -17.032 11.465
H 16.251 -15.026 12.547
H 15.463 -16.359 13.349
H 14.775 -15.576 11.858
H 17.713 -16.571 14.055
C 21.686 -15.775 18.248
C 22.741 -15.829 17.173
C 22.894 -17.343 16.891
C 23.648 -17.599 15.565
C 22.878 -16.820 14.402
C 22.738 -15.311 14.547
N 22.283 -15.051 15.967
O 22.096 -13.670 16.241
C 24.040 -14.516 14.190
C 21.626 -14.788 13.575
C 24.081 -15.239 17.829
H 21.536 -14.880 18.852
H 21.890 -16.499 19.036
H 20.728 -16.127 17.864
H 23.531 -17.760 17.672
H 21.952 -17.892 16.887
H 23.847 -18.645 15.334
H 24.663 -17.203 15.606
H 21.897 -17.279 14.284
H 23.411 -17.144 13.508
H 24.946 -14.793 14.729
H 24.293 -14.699 13.146
H 23.924 -13.438 14.301
H 21.437 -13.746 13.835
H 22.181 -14.675 12.643
H 20.710 -15.377 13.616
H 24.234 -15.494 18.877
H 24.077 -14.150 17.873
H 24.902 -15.559 17.188
H 22.961 -13.265 16.141
C 17.946 -8.173 15.411
C 16.789 -9.003 14.834
C 16.245 -8.223 13.570
C 15.480 -9.137 12.589
C 16.225 -10.419 12.185
C 16.740 -11.209 13.412
N 17.375 -10.296 14.404
O 17.931 -10.963 15.433
C 15.491 -11.979 13.918
C 17.720 -12.324 12.950
C 15.653 -9.120 15.841
H 17.741 -7.111 15.270
H 18.859 -8.482 14.903
H 18.133 -8.365 16.467
H 15.486 -7.461 13.745
H 17.017 -7.516 13.268
H 15.218 -8.662 11.643
H 14.508 -9.416 12.995
H 17.126 -10.188 11.617
H 15.563 -10.898 11.464
H 15.670 -12.516 14.849
H 14.653 -11.327 14.165
H 15.121 -12.783 13.282
H 17.162 -12.883 12.199
H 18.652 -11.855 12.633
H 18.041 -13.020 13.724
H 14.688 -9.539 15.555
H 15.481 -8.193 16.389
H 16.015 -9.812 16.602
H 18.869 -10.952 15.226
C 14.484 -17.290 18.461
C 15.665 -18.253 18.734
C 15.162 -19.718 18.411
C 16.370 -20.707 18.248
C 17.481 -20.152 17.326
C 18.010 -18.752 17.699
N 16.791 -17.860 17.837
O 17.126 -16.528 18.132
C 18.819 -18.647 19.055
C 18.944 -18.366 16.485
C 15.959 -18.156 20.297
H 14.655 -16.231 18.652
H 13.607 -17.667 18.987
H 14.190 -17.209 17.415
H 14.548 -20.169 19.191
H 14.544 -19.686 17.513
H 15.983 -21.631 17.818
H 16.878 -20.887 19.196
H 17.261 -20.128 16.258
H 18.297 -20.838 17.552
H 18.948 -17.659 19.496
H 18.278 -19.224 19.805
H 19.792 -19.134 18.984
H 18.359 -18.279 15.569
H 19.332 -17.396 16.796
H 19.764 -19.069 16.338
H 15.007 -18.093 20.825
H 16.415 -17.209 20.588
H 16.523 -18.960 20.768
H 17.098 -16.081 17.283
C 9.162 -10.869 17.482
C 10.019 -12.028 16.780
C 11.497 -11.516 16.527
C 12.586 -12.506 16.147
C 12.591 -13.577 17.317
C 11.192 -14.159 17.609
N 10.184 -13.068 17.818
O 8.981 -13.520 18.248
C 10.724 -15.227 16.609
C 11.418 -14.808 19.033
C 9.345 -12.426 15.408
H 8.117 -11.172 17.546
H 9.249 -10.044 16.775
H 9.486 -10.533 18.467
H 11.409 -10.737 15.769
H 11.689 -11.031 17.485
H 13.573 -12.043 16.135
H 12.447 -12.960 15.166
H 13.155 -13.107 18.123
H 13.208 -14.383 16.919
H 11.336 -16.128 16.644
H 9.716 -15.540 16.881
H 10.563 -14.906 15.579
H 11.858 -14.005 19.625
H 10.475 -15.042 19.527
H 11.986 -15.737 18.972
H 9.202 -11.621 14.688
H 8.478 -13.084 15.475
H 10.109 -13.042 14.932
H 8.867 -12.985 19.037
```

Entry 7:
The following is a DFT calculation (ωB97M-V/def2-TZVPD) of an isolated molecule of C8H19NO.

Values from the calculation:
* net charge: 0
* energy relative to the best compared isomer or geometry (same formula, charge and spin): 13.2 kcal/mol
* multiplicity: 1
* SMILES: CC(C)[C@@](C)(O)[C@H](C)CN
* E_HOMO: -9.10 eV

The geometry in XYZ format:
```
29
C8H19NO, DFT ωB97M-V/def2-TZVPD
C -1.714 1.200 1.145
C -1.421 0.650 -0.249
C -2.724 0.154 -0.884
C -0.296 -0.429 -0.247
C -0.666 -1.594 0.686
O -0.112 -0.915 -1.572
C 1.073 0.175 0.171
C 1.413 1.441 -0.619
C 2.208 -0.846 -0.014
N 3.331 -0.508 0.852
H -2.434 2.013 1.073
H -0.815 1.586 1.616
H -2.137 0.430 1.785
H -1.069 1.468 -0.881
H -3.444 0.969 -0.898
H -3.168 -0.666 -0.323
H -2.567 -0.163 -1.913
H -0.082 -2.474 0.432
H -0.468 -1.336 1.721
H -1.717 -1.856 0.585
H -0.879 -1.450 -1.801
H 1.036 0.413 1.237
H 2.458 1.704 -0.474
H 1.246 1.265 -1.679
H 0.816 2.290 -0.296
H 2.469 -0.892 -1.081
H 1.879 -1.840 0.291
H 4.073 -1.189 0.735
H 3.712 0.399 0.601
```

E_tot for the records above, in order: -52430.1792 -14276.3608 -6722.6594 -92164.6792 -10386.8275 -88437.1104 -12142.0367 eV